Entry 1:
{"formula": "C4H30N2O11", "method": "ωB97M-V/def2-TZVPD", "symbols": ["C", "C", "C", "N", "C", "N", "O", "H", "H", "H", "H", "H", "H", "H", "H", "H", "H", "O", "H", "H", "O", "H", "H", "O", "H", "H", "O", "H", "H", "O", "H", "H", "O", "H", "H", "O", "H", "H", "O", "H", "H", "O", "H", "H", "O", "H", "H"], "positions_angstrom": [[2.5399, -1.0866, -2.4455], [2.0836, -1.1228, -3.9449], [0.6522, -1.6045, -4.0865], [0.6639, -3.0388, -3.6163], [-0.3916, -0.8706, -3.2662], [-0.2791, 0.3656, -2.7105], [-1.4219, -1.4895, -3.0025], [3.3830, -1.7880, -2.3244], [1.7747, -1.6564, -1.9504], [2.7913, -0.2148, -1.8199], [2.1294, -0.0706, -4.3064], [2.7687, -1.6883, -4.5483], [0.2857, -1.6726, -5.1154], [-0.1843, -3.4565, -3.9633], [0.5927, -3.0866, -2.6117], [0.5846, 0.8635, -2.9201], [-0.8540, 0.9198, -2.1129], [0.5004, 3.8167, -0.3930], [0.6917, 2.9279, -0.0857], [-0.4143, 4.1025, -0.4347], [2.4205, -0.8839, 4.6355], [1.8124, -0.5306, 5.2879], [1.9725, -1.0882, 3.8075], [-4.0179, 2.4197, 1.9402], [-4.3970, 2.3452, 1.0547], [-3.0846, 2.1862, 1.8621], [-2.0321, 1.6508, 3.7030], [-1.5163, 1.6037, 4.5101], [-2.8213, 2.1922, 3.7956], [1.4935, 0.8096, 2.4491], [2.0448, 0.7598, 3.2466], [0.5667, 0.9365, 2.6658], [4.1868, 0.7000, 2.1004], [4.2001, 0.2298, 2.9422], [4.9801, 0.4449, 1.6223], [-4.7692, -2.5662, 1.0601], [-4.2604, -1.7816, 0.8167], [-4.0821, -3.2409, 1.1147], [0.6421, 0.4949, -0.0236], [1.1423, 0.4333, 0.8201], [1.3385, 0.6827, -0.6665], [-0.2149, -1.1704, 2.6897], [-1.0773, -0.8354, 2.4132], [0.2066, -1.4280, 1.8592], [-1.8058, 1.8223, 0.1387], [-0.8873, 1.5724, -0.1003], [-2.1998, 1.9768, -0.7314]], "atomic_forces_ev_per_a": [[0.46, -2.11, -0.18], [0.06, 3.09, 0.60], [0.84, -1.62, 0.87], [0.07, 0.69, -0.95], [-3.19, -0.27, 1.81], [3.40, 1.09, -1.78], [0.25, -0.05, -0.48], [0.03, 0.50, -0.13], [-0.41, 0.17, 0.89], [-0.29, 0.15, -1.04], [0.08, -0.51, -0.19], [0.09, -0.37, -0.19], [0.29, 0.43, 0.05], [-0.24, -0.21, 0.10], [-0.07, 0.06, 0.17], [-0.33, -0.14, -0.01], [-0.96, -0.91, 0.06], [1.12, 0.87, -0.67], [-0.91, 0.04, 0.27], [-0.10, -0.90, 0.47], [0.99, 0.14, -0.09], [-0.38, -0.19, -0.29], [-0.65, -0.03, 0.37], [-0.26, 0.11, 0.09], [0.26, -0.01, 0.32], [-0.03, -0.07, -0.53], [0.47, -0.47, -0.61], [-0.43, 0.34, 0.20], [0.03, 0.03, 0.52], [0.54, 0.55, -0.21], [-0.50, 0.17, -0.32], [0.00, -0.09, 0.62], [-0.05, 0.04, -0.05], [0.23, -0.09, -0.08], [0.09, -0.08, 0.18], [0.47, 0.10, -0.05], [-0.27, 0.01, 0.01], [-0.20, -0.11, 0.03], [0.55, 0.16, 0.03], [-0.08, 0.24, 0.02], [-0.21, -0.24, -0.05], [-0.37, -0.34, -0.20], [-0.07, -0.03, 0.15], [-0.07, 0.04, 0.10], [0.37, 0.03, -0.87], [-0.31, -0.26, 0.68], [-0.30, 0.06, 0.34]], "total_energy_ha": -1107.517765, "relative_energy_kj_mol": 226.4, "smiles": "CC[C@@H](N)C(N)=O.O.O.O.O.O.O.O.O.O.O"}

---

Entry 2:
{"formula": "C4H30N2O12", "method": "ωB97M-V/def2-TZVPD", "symbols": ["N", "C", "C", "O", "N", "C", "C", "O", "H", "H", "H", "H", "H", "H", "H", "H", "H", "H", "O", "H", "H", "O", "H", "H", "O", "H", "H", "O", "H", "H", "O", "H", "H", "O", "H", "H", "O", "H", "H", "O", "H", "H", "O", "H", "H", "O", "H", "H"], "positions_angstrom": [[-0.5937, -1.6631, -2.4687], [0.1486, -1.8904, -1.2387], [0.0860, -0.8913, -0.2575], [-0.6382, 0.1347, -0.4111], [0.6540, -1.0006, 0.9876], [1.8182, -1.8593, 1.2352], [3.1341, -1.0899, 0.9410], [3.2070, -0.7080, -0.4066], [-0.5806, -2.4985, -3.0406], [-0.1489, -0.9211, -2.9966], [-1.6050, -1.3535, -2.1907], [0.7751, -2.8044, -1.2003], [0.5642, -0.2219, 1.5918], [1.8096, -2.2230, 2.2233], [1.7491, -2.7421, 0.5433], [4.0163, -1.7686, 1.0511], [3.2739, -0.2199, 1.6239], [2.5814, 0.0304, -0.5690], [-3.6825, -1.0441, 0.7643], [-3.0453, -1.7213, 1.0397], [-3.2849, -0.2497, 1.1987], [1.4255, 0.2241, -3.1840], [2.2252, -0.3117, -3.3203], [1.5999, 0.6077, -2.3043], [1.2045, 2.4370, 1.5496], [1.4591, 1.9278, 0.7868], [0.3926, 2.9530, 1.2876], [1.8841, 1.6095, -0.9122], [2.6184, 2.2604, -1.0344], [1.0067, 2.0135, -1.2104], [-0.1533, 0.9211, 3.2606], [-0.0966, 1.2306, 4.2391], [0.4144, 1.5930, 2.7570], [-0.5165, 2.4416, -1.7360], [-0.7097, 1.5841, -1.3678], [-0.7807, 2.4865, -2.6405], [-2.1974, 1.0692, 1.5379], [-1.6723, 0.6673, 0.7972], [-1.6441, 0.9925, 2.3313], [-1.7635, -2.8710, 1.1968], [-1.4648, -2.9127, 0.2968], [-1.0543, -2.3593, 1.6331], [-2.8989, -0.4623, -1.7233], [-2.2660, 0.0488, -1.2608], [-3.3952, -0.8168, -0.9596], [-1.1329, 3.3947, 0.7221], [-1.6508, 2.6733, 1.0459], [-1.0718, 3.3039, -0.2085]], "atomic_forces_ev_per_a": [[-1.07, 0.22, 0.70], [1.03, -0.68, 1.63], [0.15, -1.83, -0.70], [-0.85, 1.72, -0.66], [1.03, -1.84, -0.32], [0.29, 0.43, -2.11], [0.55, -0.90, 0.23], [-0.36, 0.70, -0.48], [-0.27, -0.06, 0.01], [0.35, 0.55, -0.43], [0.64, -0.29, -0.74], [-0.55, 1.06, -0.13], [-0.22, 0.85, 0.45], [-0.08, -0.39, 1.35], [0.17, 0.83, 0.75], [-0.72, 0.40, 0.38], [-0.24, -0.48, -0.27], [0.46, -0.59, 0.26], [0.00, 0.63, 0.29], [-0.10, -0.53, -0.05], [-0.65, -0.21, -0.27], [0.45, -0.36, -0.21], [-0.38, 0.13, -0.11], [-0.05, 0.02, -0.23], [-0.43, 0.78, 1.25], [0.14, -0.33, -0.57], [0.34, -0.26, -0.12], [0.26, 1.04, -0.43], [-1.07, -0.61, 0.02], [1.08, 0.14, 0.12], [0.77, 1.45, 2.53], [-0.18, -0.91, -2.58], [-0.34, -0.61, 0.27], [0.72, 1.35, 0.40], [-0.51, -1.53, 0.32], [-0.28, -0.14, -0.96], [-0.43, -0.03, -0.53], [0.16, 0.19, 0.60], [0.28, -0.12, 0.18], [0.19, 0.00, 1.31], [0.43, -0.03, -0.96], [-0.29, -0.23, -0.23], [-1.11, -1.04, -1.38], [1.35, 1.09, 0.84], [-0.42, -0.20, 0.38], [0.86, 1.89, 1.23], [-1.04, -1.19, 0.46], [-0.05, -0.08, -1.52]], "total_energy_ha": -1182.828160, "relative_energy_kj_mol": 180.2, "smiles": "[NH3+]/C=C(\\[O-])NCCO.O.O.O.O.O.O.O.O.O.O"}

---

Entry 3:
{"formula": "C4H30NO11", "method": "ωB97M-V/def2-TZVPD", "symbols": ["C", "O", "C", "C", "C", "O", "N", "H", "H", "H", "H", "H", "H", "H", "H", "H", "H", "H", "H", "H", "H", "O", "H", "H", "O", "H", "H", "O", "H", "H", "O", "H", "H", "O", "H", "H", "O", "H", "H", "O", "H", "H", "O", "H", "H", "O"], "positions_angstrom": [[0.5767, -1.2621, -0.4712], [1.6576, -0.5727, -0.0704], [-0.5803, -0.3277, -0.3801], [-0.7619, 0.6214, 0.8714], [-0.7479, 2.1606, 0.6484], [-1.6200, 2.7350, -0.3144], [-0.5361, 0.6188, -1.5976], [0.3379, -1.9720, 0.2443], [0.5713, -1.6474, -1.5641], [2.5254, -1.0345, -0.1192], [-1.6450, -0.9065, -0.4375], [0.0446, 0.3167, 1.6781], [-1.6655, 0.3983, 1.4335], [0.1737, 2.5785, 0.4335], [-1.1007, 2.7172, 1.5786], [-2.5795, 2.4707, -0.2382], [-0.5416, -0.0516, -2.3348], [-1.5539, 1.0409, -1.6239], [0.1332, 1.4225, -1.5306], [-0.7133, -2.6324, 4.4975], [-0.1513, -1.2633, 3.7113], [-0.8770, -1.7111, 3.9454], [1.8938, -0.0444, -4.0638], [1.2256, -1.2733, -3.6953], [1.2730, -0.3785, -3.4492], [3.5890, 1.0178, 2.2548], [4.0290, -0.4606, 1.7905], [3.3025, 0.1776, 1.7984], [-5.0173, 0.4671, -0.5536], [-4.0895, -0.2178, 0.3281], [-4.2492, 0.5773, -0.1846], [-3.0756, -1.0637, 2.1661], [-4.0388, -2.1882, 1.7654], [-3.6058, -1.3486, 1.3845], [1.4679, -0.9696, 2.0603], [1.9808, -0.4340, 3.3843], [1.5043, -1.1518, 2.9638], [2.1832, 1.1848, -0.7848], [2.6587, 2.5577, -0.9955], [1.9631, 2.0838, -0.6760], [-1.4802, 2.2789, -4.3980], [-2.7584, 1.8864, -4.0040], [-1.9071, 1.5124, -4.2145], [4.6145, -2.5949, 0.1231], [3.7808, -2.5716, -1.1521], [3.8092, -2.7462, -0.2077]], "atomic_forces_ev_per_a": [[-1.74, -0.08, -2.17], [3.07, 1.23, -0.10], [-3.74, 1.66, 0.34], [1.84, -0.71, 1.62], [-2.64, 0.59, 2.49], [-1.63, -0.81, -1.50], [-4.09, 0.24, 1.65], [-0.33, -2.40, 0.98], [0.34, 0.11, 1.84], [-0.95, -0.20, 0.17], [2.73, 1.10, -0.35], [-1.33, 1.07, -1.70], [-0.29, -0.21, -0.51], [1.87, 0.32, -0.53], [0.84, -1.38, -0.34], [1.41, 0.16, 0.49], [1.01, 0.51, -1.60], [2.64, -0.38, -0.04], [-0.13, -1.09, -0.47], [0.01, 4.12, -2.42], [5.12, 1.75, -1.06], [-5.68, -6.08, 3.47], [1.01, 0.97, -1.02], [-0.29, -2.03, -0.47], [-0.52, 0.94, 1.20], [0.01, -1.52, -0.86], [0.05, 0.48, 0.40], [0.91, 1.68, 0.38], [-6.82, -0.70, -3.36], [0.10, -0.36, 0.50], [6.76, 1.71, 2.41], [-0.34, -0.14, -0.71], [0.81, 1.83, -1.13], [-0.13, -2.32, 2.35], [0.41, 0.72, -2.24], [0.19, -0.01, -0.36], [-0.61, -1.00, 2.81], [0.42, -2.02, 0.19], [2.97, 2.29, -1.42], [-3.28, -0.17, 1.08], [2.77, 3.51, -1.16], [-0.95, -0.36, 0.17], [-1.84, -3.15, 1.08], [5.00, 0.82, 1.59], [0.53, -0.16, 0.01], [-5.51, -0.53, -1.73]], "total_charge": 1, "total_energy_ha": -1052.453483, "relative_energy_kj_mol": 433.9}